[1]
8
Properties=species:S:1:pos:R:3:forces:R:3:lowdin_charge:R:1 method="wB97M-V/def2-TZVPD" e_tot_ha=-1148.253039 multiplicity=1 gap_ev=11.934 charge=0 de_lowest_kcal_mol=33.42 smiles="O=COC(Cl)Cl" lumo_energy_ev=0.6
C 1.398 0.059 -0.316 1.979 0.005 -1.526 -0.3860
C -0.881 -0.083 0.210 -2.163 1.346 -3.170 -0.9682
O 1.806 0.255 0.769 -0.018 0.152 1.550 0.1300
O 0.165 -0.068 -0.746 -3.519 -0.522 0.346 -0.0652
Cl -1.890 1.513 0.095 1.321 -1.512 0.067 0.5106
Cl -2.032 -1.430 0.052 0.535 0.184 -0.653 0.6139
H 2.014 -0.044 -1.222 0.279 0.055 0.167 0.1562
H -0.581 -0.201 1.159 1.586 0.293 3.220 0.0089

***

[2]
8
Properties=species:S:1:pos:R:3:forces:R:3:lowdin_charge:R:1 method="wB97M-V/def2-TZVPD" e_tot_ha=-1148.136683 multiplicity=1 gap_ev="8.714 / 7.781" charge=0 de_lowest_kcal_mol=106.44 lumo_energy_ev="0.2 / -0.4"
C 1.785 -0.267 -0.512 -1.479 1.401 -0.388 -0.0499
C -0.684 0.174 0.247 1.650 -0.353 -2.618 -1.2311
O 2.099 0.498 -1.356 -0.097 -1.821 1.649 0.0533
O -1.168 -0.309 1.350 -0.245 -0.392 1.714 -0.0976
Cl -1.396 -0.657 -1.200 0.140 0.296 0.210 0.5118
Cl -0.678 1.897 0.034 -0.136 0.267 0.093 0.5999
H 2.158 -1.200 -0.004 0.270 0.593 -0.690 0.1019
H -2.118 -0.136 1.440 -0.103 0.008 0.031 0.1117

***

[3]
8
Properties=species:S:1:pos:R:3:forces:R:3:lowdin_charge:R:1 method="wB97M-V/def2-TZVPD" e_tot_ha=-1148.139283 multiplicity=1 gap_ev=9.659 charge=0 de_lowest_kcal_mol=104.81 lumo_energy_ev=-0.4
C -0.408 1.399 0.896 -5.400 -2.670 7.553 -0.5716
C -0.206 -1.392 -1.089 -0.281 -1.021 -0.287 -0.4157
O -0.377 0.744 1.964 -0.915 3.564 -3.937 -0.0087
O 0.422 -2.288 -0.381 1.466 2.855 0.442 -0.0680
Cl 0.839 -0.022 -1.762 0.132 -0.921 0.668 0.4707
Cl -1.830 2.243 0.088 1.279 -0.600 1.294 0.5391
H 0.276 1.216 0.256 4.955 -0.105 -4.706 -0.0945
H 1.285 -1.899 0.028 -1.238 -1.101 -1.027 0.1487

***

[4]
9
Properties=species:S:1:pos:R:3:forces:R:3:lowdin_charge:R:1 method="wB97M-V/def2-TZVPD" e_tot_ha=-1546.331387 multiplicity=1 gap_ev="7.121 / 8.735" charge=0 de_lowest_kcal_mol=76.86 lumo_energy_ev="-1.0 / -0.3"
C -0.214 -0.093 0.972 1.750 2.208 1.300 -0.4732
C 0.595 -0.621 -0.235 1.801 1.158 2.223 -1.1481
O -0.301 1.876 3.152 -0.555 0.117 0.408 -0.6039
O -1.486 -0.374 1.236 1.684 0.637 1.800 0.0123
S 0.645 1.444 2.131 -0.987 -3.056 -2.601 0.8736
Cl 1.097 0.752 -1.279 -0.403 0.359 -0.642 0.5402
Cl -0.195 -1.901 -1.094 -0.098 -0.256 -0.129 0.6462
H 1.665 -0.857 0.126 -2.060 -0.591 -0.359 0.0816
H -2.011 -0.537 0.489 -1.132 -0.576 -2.000 0.0714

***

[5]
8
Properties=species:S:1:pos:R:3:forces:R:3:lowdin_charge:R:1 method="wB97M-V/def2-TZVPD" e_tot_ha=-1471.156572 multiplicity=1 gap_ev=8.730 charge=0 de_lowest_kcal_mol=35.95 lumo_energy_ev=-0.6
C 1.376 -0.055 -0.664 -4.242 -0.109 -0.279 -0.9963
C -1.155 -0.100 0.276 1.339 3.274 1.172 -0.8671
O 1.161 -1.192 -0.473 1.223 0.750 -0.337 0.0047
S -0.579 1.119 -0.919 2.285 -1.900 0.523 0.6498
Cl 2.700 0.916 -0.649 1.157 0.534 -0.062 0.7918
Cl -0.262 0.231 1.906 -0.331 -0.880 -0.869 0.4341
H -1.143 -1.058 -0.102 0.701 -2.171 -0.229 0.0030
H -2.098 0.141 0.625 -2.133 0.502 0.081 -0.0199

***

[6]
10
Properties=species:S:1:pos:R:3:forces:R:3:lowdin_charge:R:1 method="wB97M-V/def2-TZVPD" e_tot_ha=-1949.896868 multiplicity=1 gap_ev=11.036 charge=0 de_lowest_kcal_mol=2.65 smiles="O=C(Cl)CP(=O)(Cl)Cl" lumo_energy_ev=-0.2
C 1.235 -0.784 -0.202 -1.172 -3.157 -0.719 -0.9216
C 0.523 0.487 -0.460 0.164 2.413 2.404 -0.2816
O 0.814 -1.851 -0.634 1.425 2.383 0.816 -0.0016
O -1.012 -0.299 1.756 0.629 -1.011 2.553 -0.3619
P -1.129 0.192 0.427 0.570 1.306 -1.776 -0.1838
Cl 2.555 -0.702 0.919 0.271 -0.008 0.019 0.7277
Cl -2.232 -0.960 -0.722 -0.234 -0.467 -0.746 0.4250
Cl -2.148 1.903 0.379 0.061 0.630 -0.287 0.3640
H 1.099 1.452 0.034 -1.753 -2.477 -1.469 0.1571
H 0.296 0.563 -1.499 0.038 0.388 -0.796 0.0766

***

Question: Which value of multiplicity does entry 4 give?
Answer: 1